15
Properties=species:S:1:pos:R:3:forces:R:3 method="wB97M-V/def2-TZVPD" orbital_gap_ev="5.669 / 5.670" e_tot_ev=-9567.9360 de_lowest_kcal_mol=49.5 charge=+3
O 0.55884 1.16741 0.09179 6.70 -1.18 0.72
C -0.79448 1.40744 -0.01756 -2.37 -0.54 0.62
C -1.32237 0.06714 -0.45537 0.32 -1.26 -0.39
Li -1.39508 2.17940 1.80405 -0.52 0.62 0.56
Y 1.51203 0.08858 -1.55671 -0.76 3.30 -4.27
H -1.08315 2.22025 -0.68642 0.87 0.07 -0.36
H -2.03775 -0.31448 0.26852 -0.40 -0.34 -0.60
H -1.70179 0.05619 -1.47437 -0.43 -0.41 -0.05
C 0.93890 -0.26895 0.70447 -4.73 1.37 0.56
C -0.05806 -0.99002 -0.22374 -2.40 -0.43 1.90
O 2.23765 -0.43693 0.30886 2.19 1.21 0.85
H 0.73022 -0.30425 1.77504 0.34 0.18 0.02
H 0.49098 -1.70782 -0.79272 0.50 -0.86 -1.96
H -0.63946 -1.84985 0.12700 0.13 0.03 1.10
H 2.56352 -1.31412 0.12716 0.56 -1.75 1.29